A gas-phase ion, C9H9N2 (charge +1). Source: the OMol25 dataset; level of theory: ωB97M-V/def2-TZVPD.

Geometry as XYZ:
```
20
Properties=species:S:1:pos:R:3
C -0.26 2.36 0.32
C -0.80 0.99 0.21
N -2.11 0.78 0.33
C -2.74 -0.38 0.23
C -1.98 -1.61 0.14
C -0.63 -1.42 0.02
C 0.46 -2.40 0.18
N 1.64 -1.83 -0.01
C 1.61 -0.48 -0.06
C 2.61 0.44 -0.61
C 0.00 -0.15 0.09
H -0.49 2.72 1.36
H 0.87 2.34 0.20
H -0.73 2.96 -0.52
H -3.82 -0.38 0.10
H -2.59 -2.59 0.03
H 0.25 -3.43 0.33
H 2.50 0.48 -1.69
H 3.69 0.16 -0.36
H 2.51 1.45 -0.30
```

As for the charge: +1. As for the spin multiplicity: 1. Its LUMO energy (alpha / beta) is -7.280 / -7.280 eV. The HOMO-LUMO gap (alpha / beta) comes out at 6.56 / 6.56 eV. As for the SMILES: CC1=[N+]=CC=C2C=NC(C)=C21. The energy is -12449.3287 eV. As for the energy above the lowest of the compared OMol25 structures with the same formula, charge and spin: 97.9 kcal/mol.


A gas-phase ion, C4H11N2S (charge +1). Source: the OMol25 dataset; level of theory: ωB97M-V/def2-TZVPD.

Geometry as XYZ:
```
18
Properties=species:S:1:pos:R:3
C -0.95 1.86 0.18
C -0.72 0.33 0.60
C 0.14 0.19 1.92
C 0.18 -0.66 -0.70
N -0.51 -0.78 -1.79
N 1.35 -1.08 -0.44
S 2.54 -1.96 -1.25
H -0.04 2.41 0.54
H -1.21 2.00 -0.87
H -1.96 2.13 0.75
H -1.76 -0.13 0.64
H -0.02 -0.91 2.15
H -0.27 0.76 2.82
H 1.20 0.35 1.78
H -1.37 -0.37 -1.90
H -0.07 -1.32 -2.55
H 1.64 -0.88 0.47
H 1.83 -1.94 -2.35
```

As for the charge: +1. As for the spin multiplicity: 1. Its LUMO energy is -3.399 eV. The HOMO-LUMO gap comes out at 10.35 eV. As for the SMILES: CC(C)C(=[NH2+])NS. The energy is -18133.5524 eV. As for the energy above the lowest of the compared OMol25 structures with the same formula, charge and spin: 45.4 kcal/mol.


A molecular structure, C37H85F7NO13PSSi2. Source: the OMol25 dataset; level of theory: ωB97M-V/def2-TZVPD.

Geometry as XYZ:
```
147
Properties=species:S:1:pos:R:3
C -3.20 -4.43 3.96
C -2.64 -3.11 3.36
C -1.27 -2.71 3.93
F -1.10 -3.19 5.22
Si 0.16 -3.25 2.79
O -0.21 -3.07 1.17
Si -0.31 -1.48 0.59
N 1.12 -0.53 0.87
C -1.82 -0.51 1.21
O -1.71 0.75 0.54
O -2.84 1.50 0.87
P 0.42 -5.46 3.12
S 0.95 -5.77 4.99
C 1.86 -2.47 3.30
O 1.86 -1.56 4.06
C 3.16 -3.07 2.66
F 3.56 -4.12 3.38
F 2.77 -3.56 1.47
C 4.31 -2.06 2.38
F 4.81 -2.33 1.16
F 3.88 -0.82 2.30
C 5.51 -2.14 3.36
F 6.13 -3.31 3.30
F 6.40 -1.23 2.93
C 5.15 -1.73 4.81
O 4.77 -0.66 5.05
O 5.34 -2.67 5.77
H -2.47 -5.00 4.54
H -4.07 -4.20 4.57
H -3.57 -5.10 3.17
H -2.60 -3.24 2.28
H -3.37 -2.31 3.52
H -1.22 -1.61 4.03
H -0.47 -1.58 -0.87
H 1.05 0.27 0.24
H 1.18 -0.17 1.82
H -2.79 -0.93 0.89
H -1.82 -0.28 2.29
H -2.95 2.10 0.12
H -0.75 -6.17 2.76
H 1.51 -5.89 2.31
H 4.49 -2.89 6.18
C -4.46 -0.44 -3.75
C -3.11 -0.24 -3.09
O -2.36 -1.43 -2.94
C -2.01 -2.11 -4.14
C -1.14 -1.29 -5.08
H -5.03 -1.21 -3.23
H -5.03 0.49 -3.73
H -4.36 -0.74 -4.79
H -3.26 0.15 -2.08
H -2.52 0.52 -3.62
H -2.91 -2.46 -4.65
H -1.46 -2.99 -3.83
H -1.68 -0.43 -5.48
H -0.82 -1.90 -5.92
H -0.26 -0.91 -4.55
C 4.74 3.06 -3.03
C 3.48 3.44 -2.26
O 2.94 2.37 -1.50
C 3.78 1.84 -0.49
C 4.16 2.84 0.58
H 4.56 2.17 -3.64
H 5.05 3.88 -3.68
H 5.57 2.84 -2.36
H 2.71 3.73 -2.97
H 3.66 4.31 -1.62
H 4.67 1.38 -0.93
H 3.21 1.03 -0.03
H 4.79 3.64 0.18
H 4.70 2.35 1.39
H 3.27 3.32 1.00
C 0.43 6.38 -4.68
C 0.04 5.16 -5.50
O -0.28 5.46 -6.84
C 0.77 6.02 -7.62
C 1.99 5.13 -7.75
H -0.33 7.16 -4.76
H 0.56 6.12 -3.63
H 1.38 6.81 -5.03
H -0.86 4.73 -5.06
H 0.82 4.39 -5.45
H 1.05 7.01 -7.22
H 0.34 6.20 -8.61
H 2.49 4.99 -6.79
H 2.70 5.56 -8.45
H 1.70 4.14 -8.12
C -9.39 0.20 -2.17
C -8.89 -0.02 -0.75
O -7.48 -0.06 -0.64
C -6.79 1.11 -1.03
C -7.16 2.34 -0.20
H -8.95 -0.53 -2.85
H -10.47 0.11 -2.21
H -9.12 1.19 -2.54
H -9.25 -0.99 -0.40
H -9.31 0.73 -0.07
H -6.94 1.31 -2.09
H -5.73 0.90 -0.89
H -8.19 2.64 -0.36
H -6.52 3.18 -0.47
H -7.04 2.13 0.87
C 8.02 -5.69 5.89
C 6.76 -5.43 6.69
O 6.24 -6.60 7.32
C 7.08 -7.23 8.26
C 7.45 -6.36 9.44
H 7.86 -6.50 5.17
H 8.31 -4.79 5.34
H 8.86 -5.98 6.52
H 5.98 -5.07 6.02
H 6.93 -4.65 7.44
H 7.98 -7.62 7.76
H 6.53 -8.10 8.62
H 8.07 -5.51 9.14
H 8.00 -6.93 10.18
H 6.55 -5.95 9.91
C 5.22 -1.30 -2.65
C 4.83 -2.52 -3.46
O 4.51 -2.22 -4.81
C 5.55 -1.66 -5.59
C 6.77 -2.55 -5.72
H 4.46 -0.52 -2.73
H 5.35 -1.56 -1.60
H 6.17 -0.87 -3.00
H 3.92 -2.95 -3.03
H 5.60 -3.29 -3.42
H 5.83 -0.67 -5.20
H 5.12 -1.49 -6.58
H 7.27 -2.69 -4.77
H 7.48 -2.12 -6.42
H 6.48 -3.54 -6.09
C -7.94 5.78 3.10
C -7.84 6.18 1.64
O -8.85 5.62 0.82
C -10.18 5.96 1.14
C -10.47 7.45 1.03
H -7.99 4.70 3.20
H -7.08 6.15 3.66
H -8.84 6.19 3.57
H -6.89 5.82 1.24
H -7.83 7.27 1.53
H -10.45 5.58 2.13
H -10.81 5.43 0.42
H -9.92 8.02 1.79
H -11.53 7.64 1.18
H -10.17 7.83 0.05
```

As for the charge: 0. As for the spin multiplicity: 1. Its LUMO energy is -0.734 eV. The HOMO-LUMO gap comes out at 7.64 eV. The energy is -122752.6832 eV. As for the energy above the lowest of the compared OMol25 structures with the same formula, charge and spin: 15.5 kcal/mol.


8 unconnected molecules or ions with the total composition C44H112N8O14. Source: the OMol25 dataset; level of theory: ωB97M-V/def2-TZVPD.

Geometry as XYZ:
```
178
Properties=species:S:1:pos:R:3
C -20.52 -34.70 33.20
O -21.22 -35.61 32.34
C -20.51 -36.72 31.73
C -21.44 -37.69 30.93
C -22.69 -38.06 31.69
N -20.78 -38.91 30.48
H -21.08 -33.81 33.47
H -19.63 -34.32 32.70
H -20.12 -35.16 34.10
H -19.56 -36.34 31.34
H -20.24 -37.31 32.60
H -21.74 -37.06 30.09
H -22.49 -38.47 32.68
H -23.33 -38.79 31.20
H -23.37 -37.23 31.84
H -20.68 -39.59 31.22
H -19.87 -38.74 30.07
C -24.38 -30.22 31.33
O -23.85 -29.45 30.22
C -22.41 -29.47 30.16
C -21.99 -28.54 29.01
C -22.52 -28.76 27.61
N -20.54 -28.53 28.90
H -25.41 -30.45 31.07
H -24.30 -29.74 32.30
H -23.89 -31.19 31.32
H -21.92 -29.23 31.11
H -22.00 -30.47 30.03
H -22.21 -27.51 29.29
H -22.32 -27.92 26.94
H -23.61 -28.87 27.64
H -22.22 -29.63 27.04
H -20.41 -29.44 28.50
H -20.27 -27.79 28.27
C -18.40 -23.79 26.52
O -17.95 -23.82 27.91
C -18.23 -22.65 28.64
C -17.82 -22.66 30.06
N -18.51 -23.61 30.92
C -18.13 -23.62 32.33
C -18.58 -22.34 33.09
O -17.90 -22.50 34.39
C -18.37 -21.66 35.43
H -19.39 -23.34 26.53
H -18.45 -24.74 26.00
H -17.73 -23.17 25.93
H -19.29 -22.39 28.60
H -17.76 -21.79 28.17
H -18.05 -21.67 30.45
H -16.74 -22.80 30.02
H -18.51 -24.54 30.52
H -17.04 -23.71 32.44
H -18.56 -24.55 32.70
H -19.64 -22.48 33.31
H -18.47 -21.44 32.49
H -19.33 -21.97 35.85
H -18.62 -20.65 35.09
H -17.60 -21.57 36.19
C -25.02 -19.72 17.73
O -23.96 -20.41 17.06
C -24.23 -20.78 15.69
C -23.36 -21.86 15.09
N -23.51 -23.22 15.76
C -22.70 -24.32 15.23
C -22.90 -25.59 16.10
O -22.41 -25.43 17.43
C -22.89 -26.32 18.36
H -25.83 -20.42 17.85
H -25.35 -18.88 17.11
H -24.69 -19.33 18.69
H -24.23 -19.85 15.12
H -25.25 -21.15 15.57
H -22.31 -21.59 15.19
H -23.58 -21.91 14.02
H -23.22 -23.03 16.71
H -21.64 -24.12 15.07
H -22.93 -24.56 14.19
H -22.22 -26.32 15.66
H -23.92 -25.95 16.11
H -23.98 -26.39 18.39
H -22.52 -26.17 19.38
H -22.56 -27.31 18.04
C -26.60 -25.11 20.96
O -26.82 -26.44 21.43
C -26.47 -26.59 22.82
C -26.93 -28.01 23.27
N -26.16 -29.04 22.51
C -26.44 -30.39 22.89
C -25.59 -31.29 21.95
O -26.01 -31.00 20.55
C -25.15 -31.76 19.67
H -25.54 -24.90 20.77
H -27.03 -24.32 21.57
H -27.18 -25.02 20.05
H -27.03 -25.87 23.42
H -25.41 -26.37 22.90
H -27.94 -28.03 22.87
H -26.83 -28.00 24.35
H -26.14 -28.92 21.51
H -27.50 -30.54 22.67
H -26.25 -30.66 23.93
H -25.78 -32.34 22.22
H -24.55 -31.12 22.20
H -25.16 -31.27 18.69
H -25.56 -32.77 19.63
H -24.11 -31.75 20.00
C -30.84 -27.92 32.57
O -30.22 -27.55 31.34
C -29.07 -26.72 31.40
C -28.44 -26.65 30.02
N -27.28 -25.85 29.93
C -27.38 -24.46 30.24
C -26.02 -23.77 29.99
O -26.09 -22.46 30.64
C -24.79 -21.82 30.82
H -30.06 -28.24 33.27
H -31.56 -28.72 32.42
H -31.27 -27.15 33.21
H -28.39 -27.17 32.13
H -29.32 -25.73 31.77
H -29.21 -26.39 29.29
H -28.17 -27.68 29.77
H -26.53 -26.26 30.46
H -27.54 -24.45 31.32
H -28.21 -23.93 29.75
H -25.89 -23.77 28.91
H -25.18 -24.31 30.43
H -24.16 -21.68 29.94
H -24.10 -22.44 31.39
H -24.91 -20.83 31.26
C -34.18 -26.77 39.94
O -32.79 -26.95 39.99
C -32.23 -28.16 39.53
C -30.71 -28.10 39.56
N -30.18 -27.36 38.44
C -28.73 -27.47 38.39
C -28.07 -26.43 37.52
O -26.75 -26.78 37.33
C -26.15 -25.95 36.39
H -34.53 -25.82 40.35
H -34.59 -27.47 40.67
H -34.52 -27.13 38.97
H -32.48 -28.35 38.49
H -32.62 -28.93 40.21
H -30.28 -29.10 39.57
H -30.45 -27.68 40.53
H -30.35 -26.39 38.68
H -28.63 -28.49 38.00
H -28.21 -27.48 39.35
H -28.16 -25.42 37.94
H -28.59 -26.52 36.57
H -26.75 -25.89 35.48
H -25.19 -26.35 36.04
H -26.03 -24.90 36.67
C -12.13 -27.31 29.66
O -12.71 -27.61 30.93
C -13.44 -28.84 30.88
C -14.83 -28.72 30.23
N -15.42 -30.05 29.99
C -15.02 -30.56 28.65
C -15.80 -31.75 28.13
O -17.16 -31.29 27.97
C -17.94 -32.36 27.45
H -12.79 -27.00 28.84
H -11.68 -28.20 29.21
H -11.38 -26.53 29.70
H -13.50 -29.29 31.87
H -12.85 -29.64 30.42
H -14.85 -28.03 29.39
H -15.53 -28.33 30.97
H -16.40 -29.82 29.91
H -13.98 -30.89 28.76
H -14.98 -29.82 27.85
H -15.68 -32.55 28.86
H -15.34 -32.06 27.19
H -18.04 -33.25 28.07
H -17.44 -32.71 26.55
H -18.85 -32.00 26.98
```

As for the charge: 0. As for the spin multiplicity: 1. Its LUMO energy is 0.316 eV. The HOMO-LUMO gap comes out at 8.49 eV. As for the SMILES: COC[C@H](C)N.COC[C@H](C)N.COCCNCCOC.COCCNCCOC.COCCNCCOC.COCCNCCOC.COCCNCCOC.COCCNCCOC. The energy is -88015.7982 eV. As for the energy above the lowest of the compared OMol25 structures with the same formula, charge and spin: 136.8 kcal/mol.


A single C5H9NO molecule. Source: the OMol25 dataset; level of theory: ωB97M-V/def2-TZVPD.

Geometry as XYZ:
```
16
Properties=species:S:1:pos:R:3
C 1.07 1.99 0.13
C -0.14 1.05 0.20
C 0.20 -0.32 -0.39
C -0.34 -2.75 -0.90
O -0.91 -1.22 -0.27
C -0.58 0.86 1.59
N -0.95 0.63 2.67
H 1.38 2.10 -0.92
H 1.91 1.59 0.70
H 0.82 2.97 0.52
H -0.98 1.47 -0.35
H 0.39 -0.23 -1.47
H 1.08 -0.78 0.07
H -1.10 -3.35 -0.36
H -0.81 -2.61 -1.89
H -1.04 -1.40 0.67
```

As for the charge: 0. As for the spin multiplicity: 1. Its LUMO energy is 0.593 eV. The HOMO-LUMO gap comes out at 8.50 eV. The energy is -8864.0705 eV. As for the energy above the lowest of the compared OMol25 structures with the same formula, charge and spin: 118.6 kcal/mol.


A molecular structure, HgI. Source: the OMol25 dataset; level of theory: ωB97M-V/def2-TZVPD.

Geometry as XYZ:
```
2
Properties=species:S:1:pos:R:3
Hg 1.03 0.55 -0.72
I -1.03 -0.55 0.72
```

As for the charge: +1. As for the spin multiplicity: 1. Its LUMO energy is -8.926 eV. The HOMO-LUMO gap comes out at 6.41 eV. The energy is -12266.7279 eV. As for the energy above the lowest of the compared OMol25 structures with the same formula, charge and spin: 3.3 kcal/mol.


A molecular structure, C22H25LuN2O3. Source: the OMol25 dataset; level of theory: ωB97M-V/def2-TZVPD.

Geometry as XYZ:
```
53
Properties=species:S:1:pos:R:3
C -1.50 -2.22 -1.18
C -1.87 -0.88 -1.56
C -0.72 -0.22 -2.11
H -2.88 -0.48 -1.49
C 0.35 -1.16 -2.13
C -0.12 -2.40 -1.56
H 1.35 -0.97 -2.55
C -0.94 -0.47 2.45
C -1.97 0.06 1.59
C -1.49 1.30 1.04
H -2.94 -0.42 1.43
C -0.19 1.60 1.57
C 0.16 0.48 2.40
H -0.67 0.80 -2.53
H 0.40 -3.36 -1.54
H -2.17 -3.04 -0.86
H 1.08 0.40 2.99
H -2.04 1.95 0.34
H -1.01 -1.37 3.07
Lu -0.20 -0.82 0.24
C 0.49 2.99 1.61
C 0.63 3.39 3.11
C -0.38 4.11 0.99
H -0.37 3.58 3.54
H 1.20 4.33 3.17
H 1.13 2.63 3.71
H -1.38 4.15 1.45
H -0.47 3.99 -0.10
H 0.11 5.07 1.19
C 1.93 3.04 0.92
C 2.09 3.07 -0.61
H 2.48 2.15 1.28
H 2.42 3.96 1.30
O 1.33 2.47 -1.39
N 3.10 3.80 -1.24
C 3.35 3.18 -2.59
H 3.98 3.96 -0.70
C 2.08 3.13 -3.43
C 1.86 2.09 -4.33
H 2.55 1.23 -4.32
C 0.77 2.10 -5.21
H 0.65 1.30 -5.95
C -0.15 3.16 -5.17
H -0.98 3.20 -5.88
C 0.01 4.17 -4.20
H -0.71 5.00 -4.15
C 1.10 4.14 -3.33
H 1.19 4.89 -2.55
H 3.72 2.16 -2.43
H 4.13 3.74 -3.11
O 2.30 -3.10 2.13
N 1.48 -2.30 1.78
O 1.73 -1.63 0.64
```

As for the charge: 0. As for the spin multiplicity: 1. Its LUMO energy is 0.384 eV. The HOMO-LUMO gap comes out at 8.71 eV. The energy is -65961.3383 eV.


9 unconnected molecules or ions with the total composition C4H28N2O8S. Source: the OMol25 dataset; level of theory: ωB97M-V/def2-TZVPD.

Geometry as XYZ:
```
43
Properties=species:S:1:pos:R:3
N -0.31 -2.87 0.22
C 0.06 -2.52 -1.17
C -0.92 -1.42 -1.63
N -0.62 -0.03 -1.10
C -1.98 0.62 -1.05
C -1.89 2.15 -0.92
S -0.95 3.00 -2.25
H -0.32 -3.88 0.40
H 0.39 -2.47 0.82
H 1.13 -2.17 -1.21
H 0.01 -3.24 -1.97
H -1.15 -1.26 -2.70
H -1.90 -1.69 -1.24
H -0.27 0.03 -0.16
H -2.49 0.27 -1.94
H -2.71 0.22 -0.34
H -1.40 2.47 0.01
H -2.89 2.55 -0.96
H 0.18 2.23 -2.42
O 2.03 0.14 -3.46
H 1.15 -0.26 -3.49
H 1.84 0.97 -3.93
O 0.66 -0.10 2.30
H 0.29 -0.51 3.08
H 1.65 -0.19 2.15
O 3.07 -0.35 1.65
H 3.42 -0.95 0.98
H 3.10 0.51 1.23
O 2.51 2.28 0.36
H 1.56 2.29 0.60
H 2.71 2.60 -0.52
O -2.15 -1.96 2.60
H -2.81 -2.59 2.29
H -1.57 -1.92 1.82
O 0.10 2.45 1.44
H 0.13 3.10 2.14
H 0.03 1.52 1.68
O 2.83 -0.15 -0.91
H 2.62 0.03 -1.85
H 2.55 0.68 -0.50
O -2.40 0.46 3.38
H -3.07 0.34 2.72
H -2.23 -0.37 3.84
```

As for the charge: 0. As for the spin multiplicity: 1. Its LUMO energy is 0.297 eV. The HOMO-LUMO gap comes out at 9.11 eV. As for the SMILES: NCCNCCS.O.O.O.O.O.O.O.O. The energy is -34797.4388 eV. As for the energy above the lowest of the compared OMol25 structures with the same formula, charge and spin: 56.9 kcal/mol.


A single C6H9N molecule. Source: the OMol25 dataset; level of theory: ωB97M-V/def2-TZVPD.

Geometry as XYZ:
```
16
Properties=species:S:1:pos:R:3
C 0.70 -1.69 0.75
C -0.63 -0.12 -0.85
C -1.19 0.60 0.43
C 0.23 0.74 0.55
C 0.57 1.60 -0.71
C 0.10 0.92 -1.70
H -0.23 -1.37 1.30
H 0.39 -2.64 0.20
H 1.56 -1.66 1.37
H -1.28 -0.75 -1.45
H -1.64 -0.07 1.27
H -1.92 1.30 0.57
H 0.59 0.75 1.79
H 1.57 2.18 -0.47
H 0.57 0.76 -2.86
N 0.63 -0.55 -0.20
```

As for the charge: 0. As for the spin multiplicity: 1. Its LUMO energy is 1.041 eV. The HOMO-LUMO gap comes out at 9.42 eV. The energy is -7851.2085 eV. As for the energy above the lowest of the compared OMol25 structures with the same formula, charge and spin: 160.3 kcal/mol.